No. 1
{"formula": "C18H54F7HfO18", "method": "ωB97M-V/def2-TZVPD", "elements": ["Hf", "F", "F", "F", "F", "F", "F", "F", "C", "C", "O", "O", "H", "H", "H", "H", "H", "H", "C", "C", "O", "O", "H", "H", "H", "H", "H", "H", "C", "C", "O", "O", "H", "H", "H", "H", "H", "H", "C", "C", "O", "O", "H", "H", "H", "H", "H", "H", "C", "C", "O", "O", "H", "H", "H", "H", "H", "H", "C", "C", "O", "O", "H", "H", "H", "H", "H", "H", "C", "C", "O", "O", "H", "H", "H", "H", "H", "H", "C", "C", "O", "O", "H", "H", "H", "H", "H", "H", "C", "C", "O", "O", "H", "H", "H", "H", "H", "H"], "positions_angstrom": [[1.02444, -2.72768, -0.70115], [1.53914, -4.86043, -1.64536], [2.51556, -0.92159, -0.10789], [3.00778, -3.67446, 0.60642], [1.84570, -2.00620, -2.76081], [1.12376, -2.29395, 2.04718], [-0.58671, -4.10756, 0.43140], [-0.59670, -0.98406, -0.48201], [-1.30713, -3.08783, -3.61750], [-2.21395, -1.85959, -3.80075], [-3.38830, -1.68978, -2.93241], [-0.97630, -3.30867, -2.23876], [-0.42539, -3.18654, -4.25067], [-1.95454, -3.89677, -3.95598], [-2.57265, -1.80374, -4.82853], [-1.74613, -0.87523, -3.78460], [-3.18996, -0.86799, -2.47752], [-1.77735, -3.64182, -1.82775], [0.46891, 3.77263, 1.17447], [1.11033, 3.03151, -0.14970], [1.79634, 1.86070, 0.20519], [1.31521, 4.94919, 1.42320], [0.58019, 3.17911, 2.08190], [-0.55515, 4.14218, 1.12120], [1.84527, 3.66851, -0.64183], [0.56859, 2.68857, -1.03118], [1.17724, 1.15813, -0.00629], [2.12468, 4.59870, 1.80203], [-0.90575, -3.28513, 5.02166], [-1.07675, -1.79119, 5.33618], [-0.34589, -0.81107, 4.53391], [-1.29187, -3.47623, 3.68089], [-1.28425, -3.91663, 5.82543], [0.11232, -3.65987, 5.12758], [-0.65537, -1.63625, 6.32942], [-2.13950, -1.54914, 5.34528], [0.48616, -1.28891, 4.56480], [-0.72770, -2.92784, 3.13082], [5.91215, 2.80538, -2.16105], [4.90220, 1.70120, -2.60866], [3.82959, 1.52699, -1.63236], [6.59265, 2.41729, -0.90640], [5.32676, 3.69031, -1.91140], [6.68037, 3.01192, -2.90621], [5.37857, 0.72188, -2.56295], [4.55248, 1.81903, -3.63429], [3.20694, 1.00416, -2.14280], [7.07674, 3.21109, -0.66736], [-2.71443, 0.97221, 2.11880], [-3.32300, -0.41446, 1.97830], [-2.35262, -1.45199, 1.86462], [-2.17669, 1.08784, 3.45212], [-3.55865, 1.64374, 1.96251], [-2.01094, 1.05725, 1.29056], [-3.82624, -0.47892, 1.01357], [-4.02228, -0.75252, 2.74303], [-1.50002, -1.12932, 1.56367], [-1.59929, 0.34899, 3.65780], [-4.10847, -3.08693, -0.41786], [-4.53327, -3.69129, 0.92608], [-3.39302, -4.01916, 1.63590], [-3.79610, -3.96296, -1.49372], [-3.21063, -2.55437, -0.10420], [-4.89941, -2.36595, -0.62454], [-5.07618, -4.62867, 0.80503], [-5.13080, -2.97849, 1.49440], [-2.88527, -3.21711, 1.77916], [-3.93531, -3.47657, -2.30958], [-1.95472, 1.74621, -1.42328], [-2.59055, 2.63312, -2.53779], [-2.56869, 4.02993, -2.14671], [-2.64340, 0.50760, -1.27619], [-1.64428, 2.26060, -0.51381], [-0.93852, 1.48461, -1.71821], [-3.58342, 2.22422, -2.72518], [-2.09825, 2.47920, -3.49802], [-1.81711, 4.45797, -2.56323], [-1.97642, -0.10771, -0.96294], [1.15675, 0.89565, -4.61549], [1.48974, 2.44018, -4.79584], [1.54352, 3.02823, -3.52367], [2.37871, 0.44876, -3.93729], [0.96760, 0.36287, -5.54742], [0.33864, 0.80399, -3.90106], [0.74296, 2.90080, -5.44256], [2.47962, 2.57237, -5.23264], [2.24031, 2.58179, -3.03707], [2.12491, -0.43638, -3.66578], [3.24933, 1.08635, 4.68983], [2.00684, 1.40572, 3.86719], [2.01474, 0.54787, 2.75666], [4.47852, 1.67821, 4.25805], [3.33865, 0.00044, 4.71994], [3.23755, 1.31662, 5.75517], [1.92705, 2.47864, 3.69239], [1.27140, 1.03227, 4.57978], [1.46300, -0.21196, 2.95628], [5.03542, 1.62816, 5.03841]], "forces_ev_per_a": [[3.40, -1.76, 3.54], [-0.85, 2.76, 0.58], [-2.39, -1.85, -1.49], [-1.89, 0.64, -1.79], [-1.42, -0.33, 1.44], [-1.29, 0.52, -0.30], [1.59, 2.10, -1.82], [0.88, -0.97, -0.43], [-1.31, -0.20, 1.35], [-0.27, 1.81, -0.57], [1.19, -1.10, -1.36], [0.70, 0.63, -1.34], [0.14, 0.82, 0.23], [-0.05, -0.59, 0.15], [-0.30, -0.78, -0.38], [0.94, -0.17, 0.61], [-0.15, 0.36, 0.73], [-0.20, -0.32, 0.95], [1.77, 0.37, -1.50], [0.10, -0.47, 0.71], [-0.26, 0.48, 0.39], [-0.71, -0.06, 0.04], [-0.25, -0.72, -0.53], [0.04, -0.05, -0.38], [0.12, 0.78, 0.62], [-1.47, 0.88, 0.33], [0.60, -1.11, 0.44], [0.14, -0.07, -0.09], [1.36, 1.25, -1.77], [0.27, 0.15, 1.28], [-0.89, -1.81, 0.72], [-1.32, -1.30, 1.56], [-1.64, 0.00, -0.40], [0.99, 0.74, -0.16], [-0.38, 0.00, 0.68], [0.08, 0.17, -0.25], [0.91, 0.40, -1.12], [1.03, 0.16, -0.84], [-0.91, -1.16, 1.29], [0.58, -0.69, 2.00], [1.19, 1.80, -1.68], [-0.46, 0.16, -1.42], [-0.04, 0.28, -0.33], [-0.15, -0.04, -0.33], [0.71, 0.02, -0.38], [-0.13, 0.50, -0.04], [-0.60, -0.77, 0.49], [0.05, -0.04, 0.27], [-0.66, -1.93, 1.33], [0.63, -0.99, -1.66], [-0.23, 0.14, 1.07], [-0.64, 1.36, -0.88], [0.31, 0.59, 0.34], [0.41, 0.36, 0.27], [-0.66, 0.55, -0.17], [0.04, 0.51, 0.37], [0.62, -0.05, -0.53], [0.47, -0.43, -0.29], [-0.22, 0.74, 0.97], [1.06, -0.92, -0.80], [-0.34, -1.16, 0.87], [-0.54, -0.76, 0.56], [0.15, 0.38, -0.49], [-0.04, 0.17, -0.89], [-0.42, -0.01, -0.13], [-0.48, 0.37, -0.16], [0.69, 0.26, 0.13], [0.01, 0.48, 0.10], [1.29, -0.58, -1.38], [0.62, -0.32, 1.24], [-0.63, -0.69, -0.51], [-1.11, 1.48, -0.28], [-1.34, 0.41, 0.46], [0.21, -0.18, -0.66], [-0.49, 0.64, 0.41], [0.45, 0.16, 0.05], [0.14, -0.22, 0.03], [1.18, -1.20, 0.61], [2.35, 2.06, 0.93], [-0.40, -1.89, 0.17], [-0.80, 0.84, -0.18], [-1.53, 0.43, -1.48], [0.07, -0.05, -0.08], [-0.30, -0.04, -0.20], [-0.14, 0.40, 0.28], [0.03, -0.38, -0.58], [0.27, -0.26, 0.45], [0.41, -1.47, 1.16], [0.92, -0.19, 0.69], [1.07, -1.90, 1.24], [-0.09, 1.46, -0.11], [0.08, 0.20, -0.33], [0.04, -0.29, -0.57], [-1.05, 0.58, 0.40], [-0.18, -0.02, -0.47], [-0.86, 0.71, -0.02], [-0.11, -0.82, -0.73], [0.26, 0.06, -0.28]], "lumo_energy_ev": 5.63, "orbital_gap_ev": 5.329, "charge": -3, "e_tot_ha": -2819.50221}

No. 2
{"formula": "C18H54N23O18P2S2", "method": "ωB97M-V/def2-TZVPD", "elements": ["O", "P", "O", "O", "P", "S", "O", "O", "N", "S", "O", "O", "C", "C", "C", "C", "C", "C", "C", "H", "H", "H", "H", "H", "H", "H", "H", "H", "H", "C", "O", "N", "N", "H", "H", "H", "H", "C", "O", "N", "N", "H", "H", "H", "H", "C", "O", "N", "N", "H", "H", "H", "H", "C", "O", "N", "N", "H", "H", "H", "H", "C", "O", "N", "N", "H", "H", "H", "H", "C", "O", "N", "N", "H", "H", "H", "H", "C", "O", "N", "N", "H", "H", "H", "H", "C", "O", "N", "N", "H", "H", "H", "H", "C", "O", "N", "N", "H", "H", "H", "H", "C", "O", "N", "N", "H", "H", "H", "H", "C", "O", "N", "N", "H", "H", "H", "H"], "positions_angstrom": [[5.78790, 1.70483, -0.07192], [5.27846, 1.19613, -1.36043], [5.05080, 2.47054, -2.30495], [6.42577, 0.21027, -1.97254], [3.39473, 0.19440, -0.95103], [2.39598, -0.08529, -2.83943], [3.31053, 0.44722, -3.84713], [2.22129, -1.50494, -3.04498], [1.07917, 0.79682, -2.92870], [-0.07473, 0.34412, -1.85375], [0.38874, -0.67396, -0.92128], [-0.45853, 1.52194, -1.11562], [-1.55866, -0.23443, -2.76623], [-2.78376, 0.41429, -2.13908], [-3.52069, 1.29107, -2.92885], [-4.60469, 1.91233, -2.38858], [-5.00459, 1.69416, -1.08049], [-4.31380, 0.79734, -0.28797], [-3.18121, 0.16616, -0.85244], [5.60024, 3.18560, -1.94020], [6.63721, 0.42713, -2.89227], [3.76520, -1.08928, -0.47556], [-1.61540, -1.32453, -2.76523], [-1.45489, 0.18256, -3.77322], [-3.24386, 1.48142, -3.96427], [-5.18267, 2.60863, -2.99276], [-5.86137, 2.23330, -0.68644], [-4.64886, 0.61445, 0.73226], [-2.62713, -0.53850, -0.23557], [-6.19746, -2.60480, -0.20125], [-5.01012, -2.53904, 0.05949], [-6.93972, -3.74193, -0.04723], [-6.88431, -1.52204, -0.67483], [-7.92176, -3.81014, -0.25763], [-6.46330, -4.55307, 0.29734], [-6.36132, -0.67062, -0.80873], [-7.86159, -1.53640, -0.89094], [8.68445, -2.85611, 0.23324], [9.39868, -3.79472, 0.54131], [8.42772, -1.81430, 1.07458], [8.07577, -2.76148, -0.98546], [7.84213, -1.03338, 0.83504], [8.85708, -1.84261, 1.98737], [8.23751, -3.50505, -1.63825], [7.48283, -1.99614, -1.25511], [10.85061, 0.51264, -1.38259], [11.79414, 0.32330, -0.63661], [9.68045, -0.18016, -1.29006], [10.88974, 1.44835, -2.38701], [8.89531, -0.03784, -1.89477], [9.61850, -0.87265, -0.56182], [11.73456, 1.97851, -2.48497], [10.12808, 1.62498, -3.01265], [8.38672, -1.31662, 5.11457], [9.33494, -1.25256, 4.34681], [8.51665, -1.72258, 6.40731], [7.11412, -0.98041, 4.73289], [7.75016, -1.77833, 7.04951], [9.44103, -1.97763, 6.72677], [6.98285, -0.67472, 3.78627], [6.32123, -1.02467, 5.34299], [10.69368, -0.53840, 8.92906], [10.46334, -1.55415, 8.29615], [10.55933, 0.70290, 8.38313], [11.10391, -0.56299, 10.23283], [10.74251, 1.55291, 8.88029], [10.25964, 0.75159, 7.42473], [11.21233, -1.46317, 10.66145], [11.29850, 0.25958, 10.77020], [-9.88831, -6.03234, -0.34994], [-8.89620, -5.34027, -0.50734], [-10.33845, -6.89702, -1.29689], [-10.62995, -5.98876, 0.80266], [-11.15259, -7.47152, -1.18662], [-9.81692, -6.94955, -2.15283], [-10.32064, -5.35955, 1.52139], [-11.44757, -6.54758, 0.96245], [-4.85443, 1.88789, 3.63187], [-4.69617, 1.19056, 2.65076], [-4.45101, 1.50139, 4.88169], [-5.44820, 3.11987, 3.56968], [-4.57026, 2.06097, 5.70361], [-4.01024, 0.60369, 4.96105], [-5.75308, 3.43408, 2.66679], [-5.58745, 3.71216, 4.36509], [-8.40657, 2.43077, -3.23240], [-7.57020, 2.22322, -2.37579], [-9.56546, 1.70464, -3.32419], [-8.26116, 3.40628, -4.18014], [-10.26555, 1.85881, -4.02371], [-9.70387, 0.97927, -2.64642], [-7.42296, 3.95688, -4.14459], [-8.93640, 3.59316, -4.89587], [-13.75384, -4.03248, -1.34437], [-13.99854, -5.05226, -1.96484], [-12.90182, -4.01305, -0.27737], [-14.31155, -2.82542, -1.66470], [-12.68403, -3.18883, 0.24941], [-12.47425, -4.88343, -0.01877], [-14.94208, -2.80549, -2.44430], [-14.12364, -1.97603, -1.16795], [5.47198, 5.19903, 1.20126], [6.52952, 5.13985, 0.59524], [4.97427, 6.38628, 1.68134], [4.69679, 4.11036, 1.45193], [4.10921, 6.46463, 2.17988], [5.51818, 7.21124, 1.51392], [5.02569, 3.21489, 1.11381], [3.82551, 4.15405, 1.94465], [1.15369, 3.59450, -6.59647], [0.15962, 4.19222, -6.98703], [1.15902, 2.79538, -5.50217], [2.36004, 3.68667, -7.24504], [1.97278, 2.30046, -5.17523], [0.30062, 2.69499, -4.99273], [2.39860, 4.26820, -8.05991], [3.18766, 3.20738, -6.94568]], "forces_ev_per_a": [[0.04, -0.44, 0.65], [0.46, 0.28, 0.84], [0.15, -0.82, -0.62], [-0.21, 0.49, -0.72], [-0.97, 1.01, 1.06], [0.56, -1.19, -3.20], [0.21, 0.99, 0.54], [-0.40, -0.15, 0.89], [-0.27, -0.94, 0.81], [0.49, 0.74, 2.07], [0.04, -0.73, -0.92], [-0.51, 0.61, -0.85], [0.02, 0.83, 0.25], [0.49, -0.33, -0.86], [0.42, -0.23, -0.19], [-0.94, 1.00, -0.34], [-0.10, 0.03, 0.44], [0.59, -0.24, -0.55], [-0.69, -0.31, 1.35], [-0.18, -0.02, 0.13], [-0.28, -0.19, -0.02], [0.31, 0.13, -0.67], [0.36, 0.15, 0.00], [0.13, -0.42, 0.06], [0.06, -0.03, 0.18], [0.10, -0.14, 0.08], [0.08, -0.15, -0.11], [0.41, -0.10, -0.49], [-0.03, 0.10, -0.15], [0.00, -0.08, 0.07], [0.15, -0.20, 0.08], [0.18, 0.62, 0.11], [-0.06, 0.32, -0.07], [0.43, -0.06, 0.02], [-0.04, -0.03, -0.06], [-0.01, -0.01, -0.03], [0.02, -0.07, -0.02], [-0.21, -0.28, 0.19], [-0.03, 0.02, -0.09], [0.12, 0.09, 0.36], [-0.16, -0.09, -0.34], [-0.02, -0.03, -0.04], [0.05, 0.11, 0.05], [0.01, 0.01, 0.03], [-0.08, -0.04, 0.07], [-0.20, -0.02, 0.01], [0.05, 0.06, -0.07], [0.34, -0.02, 0.08], [0.14, 0.09, -0.13], [-0.01, 0.08, 0.06], [0.07, 0.20, -0.09], [-0.02, 0.00, 0.03], [-0.03, 0.00, 0.05], [-0.22, -0.12, 0.13], [-0.08, 0.02, -0.14], [0.18, -0.09, -0.35], [0.01, 0.10, -0.18], [-0.02, 0.00, -0.03], [-0.25, 0.19, 0.11], [-0.03, 0.01, 0.03], [0.02, -0.04, 0.01], [0.03, 0.24, -0.08], [0.31, -0.21, 0.42], [-0.08, 0.02, -0.14], [0.00, -0.14, 0.11], [0.02, -0.02, 0.02], [0.02, -0.02, 0.01], [0.01, 0.01, -0.03], [-0.01, 0.02, -0.04], [-0.03, -0.13, -0.10], [-0.66, -0.48, -0.05], [0.08, -0.06, -0.05], [-0.14, 0.17, 0.12], [-0.03, 0.05, -0.01], [-0.02, 0.03, 0.01], [0.06, -0.07, 0.01], [0.12, -0.16, 0.03], [0.05, 0.01, -0.02], [-0.13, 0.08, 0.42], [0.02, -0.11, 0.12], [-0.13, 0.10, -0.06], [0.01, 0.03, -0.03], [0.01, 0.02, -0.05], [0.06, -0.02, 0.00], [0.04, -0.02, 0.01], [0.06, 0.02, -0.04], [-0.41, 0.06, -0.03], [-0.13, -0.07, 0.07], [0.04, 0.12, -0.01], [0.04, 0.00, -0.03], [0.04, 0.00, -0.02], [0.00, -0.04, -0.01], [0.01, -0.04, 0.00], [0.03, 0.03, 0.03], [-0.01, -0.01, 0.02], [-0.10, -0.07, 0.05], [-0.10, 0.05, -0.10], [0.01, 0.02, -0.04], [0.12, 0.17, -0.04], [0.02, -0.01, 0.01], [0.03, -0.03, 0.02], [-0.17, -0.20, 0.04], [-0.03, 0.15, -0.06], [0.09, 0.23, 0.04], [0.17, -0.20, 0.00], [-0.01, -0.05, -0.03], [-0.01, -0.03, -0.02], [0.03, -0.04, -0.13], [-0.02, 0.07, -0.05], [-0.09, -0.15, 0.25], [0.08, 0.05, -0.12], [0.03, 0.03, -0.08], [0.12, 0.13, -0.22], [-0.10, -0.11, 0.15], [0.09, -0.04, 0.10], [-0.03, -0.01, 0.02], [-0.06, -0.04, 0.07]], "lumo_energy_ev": 1.08, "orbital_gap_ev": 7.041, "charge": -1, "e_tot_ha": -4811.64686}